No. 1
A structure of composition C5H8CuO6, computed with wB97M-V/def2-TZVPD.

Last column: natural (NBO) charge in e.
Positions of all 20 atoms, in Å:
O (-3.9206, -0.2111, -2.5687)  -0.941
C (-3.0210, -0.8251, -1.8601)  0.925
O (-2.3524, -1.7543, -2.4706)  -0.940
O (-2.7845, -0.4971, -0.6576)  -0.831
Cu (-3.6396, -1.5979, -4.1607)  0.795
O (1.0044, 0.9983, 1.1878)  -0.580
C (1.5904, -0.1054, 1.5805)  0.995
O (1.2932, -0.7739, 2.5479)  -0.643
O (2.6045, -0.3685, 0.7593)  -0.508
C (3.3681, -1.5392, 1.0211)  -0.256
H (3.8398, -1.4790, 2.0103)  0.183
H (2.7324, -2.4325, 0.9663)  0.195
H (4.1350, -1.5766, 0.2415)  0.184
C (-0.3687, 0.9163, 0.4811)  -0.029
H (-0.1481, 0.3198, -0.4151)  0.219
H (-1.0325, 0.5521, 1.2784)  0.217
C (-0.7442, 2.3287, 0.0914)  -0.639
H (-0.0317, 2.7315, -0.6418)  0.199
H (-1.7449, 2.3266, -0.3605)  0.255
H (-0.7797, 2.9875, 0.9697)  0.198

**Net charge**: -1
**LUMO**: 2.1 eV
**E_tot**: -2287.26942 Eh

***

No. 2
A structure of composition C5H8F15HfO19S5, computed with wB97M-V/def2-TZVPD.

Last column: natural (NBO) charge in e.
Positions of all 53 atoms, in Å:
Hf (-0.2548, 0.5900, -0.1139)  2.602
C (0.7068, 4.4673, -2.4965)  0.718
F (1.0707, 5.7356, -2.6155)  -0.296
F (0.0041, 4.1198, -3.5985)  -0.331
F (1.7746, 3.6978, -2.4495)  -0.303
S (-0.3992, 4.1627, -1.0469)  2.347
O (-0.6021, 2.6823, -0.9800)  -1.063
O (0.3152, 4.6058, 0.1312)  -0.966
O (-1.6011, 4.8794, -1.3657)  -0.929
C (-4.4907, -0.5091, 2.0631)  0.727
F (-4.9172, -1.3158, 1.1003)  -0.309
F (-4.7016, 0.7814, 1.7619)  -0.332
F (-5.1747, -0.7960, 3.1568)  -0.306
S (-2.6524, -0.7643, 2.3258)  2.338
O (-2.4662, -2.1849, 2.3990)  -0.905
O (-2.0029, -0.2186, 1.1021)  -1.066
O (-2.2792, -0.0635, 3.5303)  -0.954
C (-2.6480, -3.1288, -1.6263)  0.717
F (-2.9674, -4.4170, -1.7583)  -0.311
F (-2.6883, -2.5411, -2.8246)  -0.345
F (-3.5076, -2.4931, -0.8366)  -0.321
S (-0.9099, -2.9994, -0.8427)  2.376
O (-1.0733, -3.7729, 0.3509)  -0.899
O (-0.0501, -3.4912, -1.8906)  -0.963
O (-0.6801, -1.5563, -0.6090)  -1.060
C (3.6382, -2.4807, -1.2215)  0.783
F (4.0468, -2.6731, -2.4863)  -0.314
F (2.6109, -3.2666, -1.0306)  -0.276
F (4.6470, -2.7277, -0.3980)  -0.297
S (3.0893, -0.6346, -1.1054)  2.288
O (3.0010, -0.1900, -2.4868)  -1.005
O (1.6877, -0.5731, -0.5771)  -1.025
O (4.0762, 0.1140, -0.3325)  -0.946
C (2.9074, -1.2551, 2.7927)  0.711
F (3.4480, -1.5260, 3.9636)  -0.310
F (3.4664, -0.1211, 2.3317)  -0.325
F (3.1432, -2.2807, 1.9686)  -0.319
S (1.0593, -1.0459, 2.9456)  2.370
O (0.5441, -2.3887, 2.8793)  -0.910
O (0.8791, -0.3879, 4.1991)  -0.959
O (0.7379, -0.1861, 1.7785)  -1.070
O (-2.1114, 0.2843, -1.6343)  -0.929
H (-3.0008, 0.6284, -1.4831)  0.517
H (-2.1238, -0.0654, -2.5325)  0.525
O (-0.5073, 2.0309, 1.7476)  -0.948
H (-0.3079, 1.7001, 2.6404)  0.550
H (-1.0711, 2.8040, 1.8785)  0.520
O (1.7299, 1.8773, 0.3505)  -0.948
H (2.6534, 1.6744, 0.1249)  0.534
H (1.7691, 2.6418, 0.9387)  0.523
O (0.5608, 0.8158, -2.3544)  -0.962
H (1.3114, 0.3075, -2.7325)  0.548
H (0.3105, 1.4541, -3.0317)  0.507

**Net charge**: -1
**LUMO**: 1.6 eV
**E_tot**: -5162.23817 Eh

***

Gap between HOMO and LUMO, respectively: 5.52; 9.12 eV.
Highest occupied orbital energy, respectively: -3.3770; -7.5306 eV.